Record 1
The following is a DFT calculation (ωB97M-V/def2-TZVPD) of C19H56CaF3O18S as an isolated structure in a non-equilibrium geometry.

```
98
Properties=species:S:1:pos:R:3:forces:R:3
Ca -0.952159 -1.161492 -2.774960 0.092 -0.063 0.762
C 1.524768 1.185560 0.683032 -0.346 -0.581 -0.025
F 2.189478 1.008441 1.813315 -0.173 -0.099 0.225
F 0.837319 2.317720 0.748397 0.013 0.268 -0.103
F 2.423866 1.253483 -0.299643 -0.117 0.119 -0.274
S 0.340465 -0.229277 0.367324 0.079 -0.048 0.129
O -0.101712 -0.022228 -1.012364 0.028 0.817 0.497
O 1.190457 -1.401044 0.450314 0.336 -0.207 0.361
O -0.682531 -0.137735 1.389404 0.459 0.241 -0.804
C 2.664124 4.165929 -2.885891 0.386 -0.315 0.284
O 1.445583 4.312101 -3.580975 -0.812 -0.138 0.072
H 3.361882 3.474293 -3.369038 -0.039 0.139 -0.149
H 3.161979 5.121656 -2.704976 -0.039 -0.004 -0.173
H 2.431215 3.724640 -1.913938 -0.064 0.105 -0.033
H 1.521206 4.257441 -4.534027 0.534 0.159 -0.033
C 3.866472 3.597194 3.101463 -0.154 0.047 -0.129
O 5.145714 4.197611 3.207177 0.045 -0.215 0.135
H 3.427518 3.821628 2.122108 -0.153 -0.019 0.104
H 3.859027 2.511860 3.237578 0.268 0.021 0.010
H 3.239531 4.012421 3.890261 -0.003 0.125 -0.114
H 5.789849 3.630451 2.775333 0.005 0.044 0.002
C -0.762804 1.565272 -4.502897 -0.475 -0.191 0.484
C 0.644655 1.084584 -4.199818 -0.787 0.550 -1.138
O 0.675778 -0.343678 -4.259054 0.053 0.272 -0.380
O -1.611216 1.141442 -3.400250 0.123 -0.024 -0.584
H -1.172022 1.140279 -5.424365 0.275 -0.155 0.000
H -0.846538 2.647923 -4.597154 0.458 0.022 0.109
H 0.931098 1.445666 -3.212969 0.345 0.092 -0.114
H 1.214313 1.495004 -5.037492 0.611 0.018 0.426
H 1.542010 -0.619556 -4.645665 -0.190 -0.123 0.607
H -2.174315 1.888443 -3.188717 -0.167 -0.201 0.323
C 1.324903 -3.588915 -2.526810 0.244 0.342 0.157
C 0.818950 -3.709330 -3.922241 0.379 -0.021 -0.773
O -0.533547 -3.233453 -4.103256 0.107 -0.629 0.207
O 1.121530 -2.243331 -2.071892 0.521 -1.407 -0.088
H 2.390405 -3.846733 -2.564080 0.060 0.243 -0.061
H 0.912599 -4.331351 -1.835758 -0.446 0.179 -0.081
H 0.964812 -4.755251 -4.211122 -0.484 0.043 -0.127
H 1.415584 -3.104287 -4.609225 0.275 -0.036 0.249
H -0.869901 -3.725648 -4.859627 -0.308 0.235 0.060
H 1.436761 -2.260334 -1.147531 -0.356 0.870 0.058
C -3.197261 1.340945 5.337590 0.404 0.458 -0.455
C -2.377907 1.250687 4.060082 -0.195 0.421 -0.012
O -1.626717 0.053150 4.036484 -0.146 -0.009 -0.397
O -4.179673 0.337344 5.429039 0.132 -0.216 0.101
H -3.709017 2.304416 5.337459 -0.132 -0.039 -0.011
H -2.507390 1.367074 6.187330 -0.069 -0.296 0.144
H -1.728912 2.136275 3.989392 0.104 -0.060 0.167
H -3.043920 1.310521 3.190277 -0.154 -0.161 0.037
H -1.354097 -0.062144 3.108463 0.150 -0.156 0.531
H -3.713840 -0.507223 5.458382 -0.073 0.038 -0.017
C -2.093537 -3.134913 2.366682 0.434 1.304 0.652
C -0.687809 -3.510506 2.804931 0.033 -0.106 -0.398
O 0.177816 -3.691249 1.703078 0.149 -0.889 -0.666
O -2.656614 -4.088841 1.488757 0.200 -0.459 0.033
H -2.008957 -2.152922 1.882017 -0.091 -0.094 -0.183
H -2.701934 -2.953568 3.261137 -0.093 -0.318 -0.038
H -0.713526 -4.450241 3.359782 0.094 -0.088 -0.181
H -0.247479 -2.763291 3.470757 -0.471 0.220 0.116
H 0.366884 -2.891438 1.189696 -0.158 0.215 0.733
H -3.540617 -3.802633 1.249543 -0.154 0.005 0.471
C -2.997160 -3.032234 -1.238883 -0.027 0.185 -0.459
C -3.595130 -1.683299 -0.826126 0.526 0.696 0.915
O -2.871986 -0.560859 -1.381404 -0.037 -0.847 -0.724
O -1.568334 -2.979589 -1.330257 -0.142 0.700 -0.181
H -3.378811 -3.313885 -2.226768 -0.051 -0.196 0.098
H -3.195578 -3.790619 -0.483510 -0.549 0.136 -0.559
H -3.504464 -1.591118 0.260191 -0.144 -0.020 0.024
H -4.644939 -1.584149 -1.098049 -0.069 -0.371 -0.045
H -3.338080 0.278595 -1.150328 -0.072 -0.553 0.151
H -1.175554 -3.709916 -0.845835 0.009 -0.025 0.376
C -2.880118 2.749659 0.271204 0.436 -0.109 0.549
C -4.340036 2.407162 0.315319 -0.751 0.483 -0.587
O -4.671842 1.385148 -0.661918 0.302 -0.133 0.220
H -2.682273 3.541183 0.998318 0.076 0.148 -0.245
H -2.543476 3.047503 -0.724295 -0.150 0.249 0.035
H -2.245109 1.915134 0.573536 -0.127 -0.196 0.007
H -4.970004 3.270517 0.073153 0.249 0.109 -0.001
H -4.701444 2.112872 1.300424 0.283 -0.527 -0.092
H -4.825121 1.838076 -1.496686 -0.204 0.014 0.032
C 4.183528 0.107814 -3.199398 -0.772 -0.197 0.121
C 4.294492 -1.166760 -4.010177 1.080 0.504 0.129
O 3.186229 -1.226909 -4.899543 -0.658 -0.196 -0.147
H 3.343958 0.064044 -2.500644 0.079 -0.224 0.113
H 3.941982 0.950823 -3.849076 0.485 0.064 -0.094
H 5.095347 0.262023 -2.627732 0.025 0.214 -0.084
H 4.413856 -2.031625 -3.350464 -0.541 -0.127 -0.087
H 5.225771 -1.122735 -4.585231 -0.134 -0.014 -0.168
H 3.210242 -2.002163 -5.468792 0.351 0.012 0.037
C 1.569205 -0.515645 4.965216 -0.037 -0.289 0.288
C 1.458155 0.907742 5.463987 0.659 0.347 -0.728
O 2.068300 0.993340 6.745670 -0.047 -0.032 0.014
H 0.858113 -1.164925 5.476997 0.065 -0.109 -0.111
H 2.584626 -0.870964 5.153248 -0.049 0.009 0.236
H 1.452915 -0.601964 3.884941 -0.403 0.171 0.002
H 0.443187 1.315026 5.488494 -0.102 -0.335 -0.034
H 2.025980 1.502444 4.730603 -0.067 0.259 0.232
H 2.210974 1.921411 6.952967 -0.039 -0.041 0.059
```
Forces are in eV/Å.

Computed properties:
* F_max: 1.5 eV/A
* E_LUMO: -2.7289 eV
* gap between HOMO and LUMO: 0.317 hartree
* net charge: +1

Record 2
The following is a DFT calculation (ωB97M-V/def2-TZVPD) of a 9-piece molecular cluster, C19H57ClFN2O12PS overall in a non-equilibrium geometry.

```
94
Properties=species:S:1:pos:R:3:forces:R:3
N 2.590710 2.063057 -1.707632 -0.002 -2.750 -2.794
P 2.689078 1.294166 -3.143614 1.739 4.588 2.339
O 4.371111 1.046750 -3.504313 -3.546 0.300 -1.604
O 2.069404 2.400714 -4.369051 1.769 -1.981 1.490
N 1.676032 -0.177820 -3.252550 0.890 -0.480 1.626
C 0.259224 0.131483 -2.786537 -2.860 0.906 -0.053
C -0.903096 -0.118919 -3.911087 -0.676 0.011 -0.819
C -2.332946 0.440362 -3.255857 1.282 -1.109 1.569
Cl -3.026334 1.914814 -4.148125 0.619 -1.441 0.671
S 2.328757 -1.552926 -2.410098 2.781 -7.545 -3.339
O 3.847378 -1.785098 -2.583417 -5.461 2.493 1.370
O 1.629952 -2.843066 -2.992764 1.358 5.711 2.862
F 1.963706 -1.572649 -0.704634 0.433 0.859 -3.088
H 1.995014 1.490848 -1.075366 0.447 0.839 -0.357
H 4.560148 1.102067 -4.492374 -0.449 -0.203 1.596
H 2.456163 3.313660 -4.215741 -0.523 -1.600 0.222
H -0.060328 -0.461547 -1.814561 1.037 1.127 -2.257
H 0.207799 1.279788 -2.493344 0.235 -2.586 -0.607
H -0.693980 0.473769 -4.924932 -0.268 -1.252 2.351
H -1.056939 -1.263760 -4.201796 0.593 2.460 0.802
H -3.122172 -0.441088 -3.150352 1.594 2.161 -0.535
H -2.082995 0.805829 -2.150118 -0.815 -0.713 -2.591
C -5.599483 1.510246 0.613649 -0.359 -0.008 0.078
C -4.465927 0.675010 0.055443 -0.069 0.308 0.198
O -3.667683 1.461631 -0.816558 0.207 0.375 0.041
H -6.221690 1.904878 -0.196254 0.113 -0.108 0.041
H -6.227280 0.917061 1.284500 0.132 0.176 -0.092
H -5.210357 2.372324 1.165197 0.008 -0.096 0.057
H -4.859169 -0.172825 -0.513367 0.192 0.153 -0.041
H -3.831559 0.287448 0.858412 -0.172 -0.106 0.049
H -3.316398 2.207076 -0.299912 -0.298 -0.346 -0.327
C 7.303885 -1.152592 -2.531589 -0.235 0.101 -0.151
C 8.167468 -2.286200 -3.044736 -0.088 0.187 0.364
O 9.515909 -2.087155 -2.646692 0.392 -0.066 0.264
H 7.661326 -0.191920 -2.916510 -0.030 -0.148 -0.028
H 6.261713 -1.288603 -2.833942 0.069 0.077 0.137
H 7.349454 -1.094722 -1.439171 -0.106 -0.083 -0.064
H 8.136499 -2.326622 -4.137629 0.202 -0.020 0.153
H 7.824396 -3.248972 -2.653893 -0.194 -0.028 -0.136
H 9.533827 -2.061177 -1.674573 -0.003 -0.004 -0.556
C -0.337402 1.320319 2.138408 -0.177 0.115 0.010
C -0.857759 1.240220 0.718205 0.217 -0.210 0.593
O 0.219043 1.021487 -0.181242 0.211 -0.216 0.172
H 0.391687 2.131330 2.235912 -0.213 -0.076 0.008
H -1.154812 1.493395 2.844045 0.218 -0.017 -0.063
H 0.177328 0.394453 2.415225 -0.124 0.007 0.019
H -1.351933 2.175316 0.438212 0.253 -0.124 -0.132
H -1.577682 0.423362 0.609397 -0.146 0.106 0.026
H 0.646008 0.184655 0.070603 -0.171 0.353 0.087
C -6.214843 -1.667840 4.290737 -0.110 0.051 0.226
C -6.491498 -1.658973 2.801594 0.245 -0.163 0.252
O -5.374470 -1.128061 2.103931 0.319 -0.182 -0.012
H -6.006875 -0.654507 4.649516 -0.111 -0.106 -0.087
H -7.068425 -2.070099 4.843570 0.118 0.011 0.017
H -5.331125 -2.273350 4.517019 -0.128 -0.064 -0.016
H -7.361933 -1.035130 2.577605 0.216 -0.009 -0.121
H -6.687613 -2.670341 2.432733 -0.205 -0.028 0.068
H -4.608739 -1.693897 2.302673 -0.411 0.279 -0.080
C 5.349833 -3.137209 -5.970052 0.204 0.177 -0.024
C 4.431288 -4.184776 -6.564224 -0.056 0.143 0.345
O 4.048733 -5.117684 -5.564380 -0.207 -0.087 0.220
H 6.243591 -3.605591 -5.545043 -0.103 0.016 -0.133
H 5.657743 -2.412741 -6.729246 0.014 0.011 0.075
H 4.851811 -2.603033 -5.154311 -0.029 0.025 -0.091
H 4.940229 -4.730961 -7.364017 -0.142 -0.081 0.187
H 3.529119 -3.725620 -6.979741 0.077 0.102 -0.187
H 3.590258 -4.624041 -4.862861 0.210 -0.257 -0.313
C -2.339244 2.207755 6.422946 -0.240 0.026 0.090
C -1.205688 1.372519 5.864740 0.033 0.377 0.184
O -0.407443 2.159141 4.992739 0.283 0.252 -0.021
H -2.961451 2.602387 5.613043 0.061 -0.138 0.066
H -2.967041 1.614570 7.093797 0.011 0.097 -0.012
H -1.950118 3.069834 6.974493 0.000 -0.144 0.034
H -1.598930 0.524684 5.295930 0.172 0.121 -0.069
H -0.571320 0.984957 6.667709 -0.135 -0.151 0.068
H -0.056159 2.904585 5.509385 -0.146 -0.395 0.015
C 2.802713 6.224680 6.103278 0.081 0.210 0.032
C 2.308181 4.933632 6.721982 0.248 0.114 -0.247
O 0.962550 4.695224 6.336246 -0.545 -0.356 -0.358
H 2.177040 7.066424 6.417632 0.106 -0.140 0.047
H 3.837497 6.425484 6.394719 -0.081 0.012 -0.086
H 2.746942 6.177047 5.010839 0.120 -0.053 0.075
H 2.344867 4.993641 7.813798 -0.203 -0.091 -0.173
H 2.920762 4.085189 6.402179 0.152 0.050 0.122
H 0.942054 4.635167 5.365687 0.095 0.259 0.424
C -4.349496 -3.465699 -0.106919 -0.004 0.037 0.250
C -4.626150 -3.456831 -1.596061 0.217 -0.128 0.188
O -3.509122 -2.925920 -2.293725 0.393 0.023 -0.167
H -4.141528 -2.452365 0.251861 -0.144 -0.114 -0.161
H -5.203078 -3.867958 0.445914 0.085 0.013 0.024
H -3.465778 -4.071209 0.119363 -0.119 -0.099 -0.035
H -5.496585 -2.832989 -1.820051 0.226 -0.010 -0.106
H -4.822266 -4.468200 -1.964922 -0.197 -0.010 0.081
H -2.743392 -3.491755 -2.094982 -0.375 0.307 -0.155
```
Forces are in eV/Å.

Computed properties:
* F_max: 8.7 eV/A
* E_LUMO: -1.5679 eV
* gap between HOMO and LUMO: 0.288 hartree